{
  "formula": "C33H38FN4O5S4Sn",
  "method": "ωB97M-V/def2-TZVPD",
  "e_above_lowest_kj_mol": 401.35,
  "charge": 3,
  "homo_lumo_gap_ev": [4.7, 4.3],
  "homo_ev": [-14.8, -14.8],
  "symbols": ["Sn", "C", "C", "S", "C", "C", "S", "C", "C", "S", "C", "C", "S", "H", "H", "H", "H", "H", "H", "H", "H", "H", "H", "H", "H", "H", "H", "H", "H", "F", "C", "C", "C", "C", "O", "C", "C", "N", "C", "C", "C", "C", "C", "C", "N", "C", "C", "N", "C", "C", "C", "O", "O", "H", "H", "H", "H", "H", "H", "H", "H", "H", "H", "H", "H", "H", "H", "H", "H", "H", "H", "O", "C", "N", "C", "O", "C", "C", "C", "C", "C", "C", "H", "H", "H", "H"],
  "coordinates": [[-0.521, 0.227, 2.539], [4.067, 1.597, 3.194], [3.915, 1.816, 4.680], [2.302, 1.068, 5.057], [1.907, 1.732, 6.714], [0.759, 2.739, 6.667], [-0.482, 2.163, 5.461], [-1.626, 3.578, 5.385], [-0.989, 4.676, 4.572], [-0.149, 3.854, 3.177], [1.554, 4.438, 3.494], [2.546, 3.905, 2.471], [2.542, 2.080, 2.333], [4.167, 0.535, 2.951], [4.909, 2.148, 2.774], [3.897, 2.872, 4.950], [4.691, 1.308, 5.257], [2.803, 2.173, 7.147], [1.627, 0.856, 7.301], [1.111, 3.729, 6.372], [0.262, 2.811, 7.634], [-1.894, 3.902, 6.391], [-2.511, 3.182, 4.889], [-0.255, 5.254, 5.131], [-1.735, 5.347, 4.148], [1.820, 4.093, 4.495], [1.540, 5.530, 3.482], [3.556, 4.220, 2.731], [2.323, 4.275, 1.470], [-1.902, -0.380, -4.154], [-0.921, -1.065, -3.534], [-0.592, -0.681, -2.270], [0.393, -1.360, -1.542], [0.704, -0.969, -0.185], [0.059, -0.017, 0.369], [1.768, -1.679, 0.422], [2.379, -2.708, -0.233], [2.036, -3.118, -1.465], [2.662, -4.297, -2.038], [4.112, -4.566, -1.794], [3.658, -4.124, -3.151], [1.045, -2.443, -2.159], [0.686, -2.819, -3.460], [-0.302, -2.162, -4.182], [-0.623, -2.577, -5.476], [-0.630, -3.987, -5.830], [0.114, -4.182, -7.156], [-0.131, -2.983, -8.031], [-1.476, -2.389, -7.764], [-1.476, -1.776, -6.362], [2.249, -1.264, 1.797], [3.453, -1.089, 1.964], [1.322, -1.098, 2.664], [-1.118, 0.145, -1.810], [3.180, -3.254, 0.247], [1.986, -5.143, -2.075], [4.405, -5.596, -1.656], [4.684, -3.860, -1.207], [3.657, -4.842, -3.960], [3.895, -3.110, -3.445], [1.224, -3.636, -3.915], [-1.661, -4.347, -5.914], [-0.151, -4.590, -5.067], [-0.243, -5.074, -7.668], [1.187, -4.274, -7.005], [-0.032, -3.234, -9.015], [0.574, -2.272, -7.829], [-2.214, -3.181, -7.870], [-1.694, -1.626, -8.508], [-2.512, -1.717, -6.022], [-1.081, -0.762, -6.404], [-2.738, -0.471, 1.844], [-3.208, 0.680, 1.827], [-2.459, 1.731, 2.247], [-3.177, 2.891, 2.112], [-2.768, 4.003, 2.424], [-4.534, 2.534, 1.570], [-5.631, 3.301, 1.260], [-6.760, 2.639, 0.769], [-6.769, 1.263, 0.593], [-5.649, 0.491, 0.903], [-4.543, 1.148, 1.395], [-5.627, 4.375, 1.387], [-7.643, 3.215, 0.523], [-7.660, 0.783, 0.213], [-5.645, -0.582, 0.763]],
  "forces_ev_per_a": [[0.0167, -0.6407, -0.6044], [0.1182, -0.0055, -0.2406], [-0.1210, -0.0761, 0.1625], [0.2162, 0.1142, -0.0574], [-0.1099, -0.0693, -0.1771], [-0.1146, -0.0800, -0.3153], [-0.0209, 0.3766, -0.0423], [-0.0811, -0.1551, 0.2120], [-0.1164, 0.2349, -0.2556], [0.4176, 0.0001, 0.3740], [-0.2019, -0.1991, -0.0164], [-0.0634, -0.2846, 0.0126], [0.0883, 0.0910, 0.3863], [-0.0075, 0.0241, -0.0551], [0.0009, 0.0040, -0.0233], [0.0098, -0.0030, 0.0204], [-0.0155, 0.0493, 0.0091], [0.0031, -0.0045, 0.0152], [0.0046, 0.0163, 0.0100], [-0.0074, 0.0028, 0.0893], [0.0481, 0.0656, 0.0489], [-0.0517, -0.0353, 0.0086], [-0.0028, 0.0344, -0.0009], [0.0352, -0.0426, -0.0084], [0.0311, 0.0037, 0.0070], [0.0616, 0.1227, -0.0155], [-0.0148, -0.0109, 0.0204], [0.0016, 0.0457, -0.0241], [-0.0111, 0.0207, -0.0062], [0.0319, -0.0862, -0.0818], [-0.0458, 0.0415, 0.1052], [-0.0290, -0.0081, -0.0369], [-0.0199, 0.0053, -0.0083], [0.2756, -0.4842, -0.2036], [-0.4724, 0.3745, 0.5511], [-0.2108, 0.4324, 0.4556], [-0.0522, -0.0576, -0.1714], [0.1426, 0.0623, 0.1320], [0.0092, -0.0802, -0.1306], [0.0519, 0.0292, 0.0505], [-0.0031, 0.0285, -0.0727], [-0.1700, 0.1826, 0.0671], [0.0332, -0.0833, -0.0799], [0.1245, -0.0159, 0.2478], [0.0063, 0.0653, -0.2276], [-0.0796, 0.0771, -0.0368], [-0.0183, -0.3253, 0.3702], [0.0030, 0.0635, -0.0771], [-0.2749, 0.1730, 0.1470], [0.0546, 0.0006, 0.1256], [0.0845, -0.2494, -0.6078], [-0.1667, -0.0578, 0.1580], [-0.0650, 0.2096, 0.2399], [-0.0125, 0.0047, -0.0233], [0.0108, -0.0108, -0.0190], [0.0278, -0.0059, 0.0125], [-0.0444, -0.0116, 0.0126], [-0.0110, 0.0286, -0.0356], [-0.0260, -0.0271, 0.0414], [-0.0018, 0.0065, 0.0433], [0.0123, 0.0044, -0.0385], [0.0274, -0.0442, 0.0097], [-0.0122, -0.0094, 0.0089], [-0.0099, 0.0833, -0.1297], [0.0186, 0.0878, -0.0699], [0.0234, -0.0027, -0.0325], [0.0609, -0.0163, -0.0273], [0.0850, -0.0757, -0.0346], [0.0859, -0.0308, -0.0547], [-0.0141, -0.0080, -0.0329], [-0.0355, 0.0134, -0.0074], [0.4942, -0.1552, -0.0628], [-0.0257, 0.3312, 0.1189], [0.5155, -0.0686, -0.0587], [-0.3578, 0.3070, -0.0167], [-0.1112, -0.2822, -0.0156], [0.1580, -0.1899, -0.0500], [-0.0628, 0.0709, -0.0054], [0.0556, 0.0915, 0.0381], [-0.0089, -0.0482, -0.0098], [0.0852, -0.1108, 0.0048], [-0.2203, 0.2050, -0.0424], [0.0191, -0.0113, 0.0180], [-0.0068, -0.0259, -0.0128], [0.0058, -0.0003, 0.0019], [-0.0472, 0.0037, 0.0205]],
  "mulliken_charge": [1.142, -0.884, -0.655, 0.350, -0.891, -0.744, 0.111, -0.543, -1.040, 0.385, -0.056, -1.319, 0.348, 0.347, 0.528, 0.349, 0.578, 0.460, 0.463, 0.336, 0.540, 0.541, 0.294, 0.529, 0.574, -0.289, 0.591, 0.537, 0.544, -0.335, 0.377, -0.906, 0.986, 1.569, -1.044, 0.118, -0.119, 0.209, -0.323, -1.026, -0.405, -0.358, -0.772, -0.809, 0.180, -0.700, -0.758, -0.103, -0.854, -0.689, -0.074, -0.726, -0.686, 0.615, 0.633, 0.475, 0.270, 0.357, 0.315, 0.227, 0.767, 0.330, 0.450, 0.383, 0.443, 0.356, 0.386, 0.375, 0.407, 0.402, 0.517, -0.889, 0.784, 0.066, 0.033, -0.641, 0.017, -0.312, -0.552, -0.548, -0.493, 0.071, 0.503, 0.424, 0.432, 0.519]
}